(1)
A cluster of 8 separate species, C43H101F3N3O9S in total. Source: the OMol25 dataset; level of theory: ωB97M-V with the def2-TZVPD basis set.

Geometry (Å):
C 5.07 -3.43 1.31
C 3.64 -3.09 1.71
C 2.64 -3.81 0.81
C 1.18 -3.38 1.03
C 0.38 -3.35 -0.28
C -1.11 -3.63 -0.11
C -1.88 -3.35 -1.42
C -2.99 -2.30 -1.28
C -3.36 -1.66 -2.62
C -3.27 -0.14 -2.63
C -1.97 0.40 -2.01
C -2.18 0.95 -0.60
C -0.98 0.79 0.32
C 0.14 1.80 0.02
C 1.46 1.10 -0.29
C 2.67 2.05 -0.35
C 3.94 1.46 0.27
C 5.16 1.54 -0.67
C 5.32 0.19 -1.36
C 6.45 0.13 -2.39
N 5.92 0.08 -3.80
C 5.46 -1.10 -4.27
N 6.28 -2.03 -4.72
N 4.09 -1.44 -4.33
S 3.23 -0.68 -5.57
O 3.36 -1.48 -6.74
O 3.58 0.71 -5.61
C 1.50 -0.88 -4.91
F 0.76 0.03 -5.47
F 1.08 -2.08 -5.19
F 1.54 -0.71 -3.59
H 5.20 -4.51 1.28
H 5.27 -3.05 0.31
H 5.81 -2.99 1.98
H 3.46 -2.02 1.62
H 3.47 -3.38 2.75
H 2.91 -3.60 -0.23
H 2.74 -4.88 0.96
H 1.21 -2.37 1.45
H 0.69 -4.04 1.74
H 0.78 -4.11 -0.94
H 0.54 -2.39 -0.77
H -1.54 -3.01 0.68
H -1.23 -4.69 0.10
H -1.18 -2.96 -2.17
H -2.28 -4.28 -1.83
H -2.68 -1.56 -0.54
H -3.87 -2.82 -0.88
H -2.77 -2.09 -3.43
H -4.40 -1.91 -2.85
H -3.34 0.20 -3.66
H -4.12 0.27 -2.09
H -1.64 1.23 -2.65
H -1.18 -0.36 -2.03
H -2.43 2.01 -0.67
H -3.02 0.43 -0.13
H -0.59 -0.23 0.19
H -1.29 0.89 1.36
H -0.15 2.41 -0.84
H 0.28 2.46 0.88
H 1.61 0.33 0.47
H 1.35 0.63 -1.27
H 2.44 2.97 0.17
H 2.84 2.32 -1.40
H 3.78 0.40 0.50
H 4.17 1.93 1.23
H 4.96 2.30 -1.43
H 6.08 1.77 -0.14
H 5.50 -0.57 -0.59
H 4.35 -0.03 -1.83
H 7.10 0.99 -2.30
H 7.06 -0.76 -2.24
H 5.22 0.81 -3.95
H 7.27 -1.97 -4.52
H 5.89 -2.81 -5.22
H 3.64 -1.33 -3.42
C -8.76 0.72 -2.94
C -7.58 0.65 -1.99
C -7.92 1.19 -0.61
O -6.47 1.38 -2.53
H -9.09 1.75 -3.07
H -8.49 0.33 -3.92
H -9.60 0.14 -2.56
H -7.23 -0.38 -1.91
H -8.22 2.24 -0.67
H -7.05 1.13 0.04
H -8.74 0.62 -0.16
H -6.74 2.30 -2.62
C -5.23 2.51 2.03
C -4.03 2.41 2.96
C -4.34 2.94 4.35
O -2.92 3.12 2.40
H -5.54 3.55 1.91
H -4.98 2.12 1.04
H -6.08 1.94 2.42
H -3.70 1.37 3.03
H -4.62 3.99 4.30
H -3.47 2.86 5.00
H -5.16 2.39 4.81
H -3.16 4.04 2.32
C 3.37 6.47 2.62
C 3.96 5.25 1.93
C 5.44 5.44 1.63
O 3.24 4.96 0.73
H 3.46 7.35 1.97
H 2.31 6.32 2.83
H 3.88 6.68 3.56
H 3.83 4.37 2.57
H 5.58 6.29 0.95
H 5.85 4.55 1.13
H 6.01 5.62 2.54
H 3.33 5.72 0.14
C 4.99 6.77 7.26
C 3.55 7.25 7.13
C 2.74 6.91 8.37
O 2.94 6.68 5.97
H 5.01 5.68 7.37
H 5.55 7.02 6.36
H 5.48 7.21 8.12
H 3.54 8.33 6.97
H 2.69 5.82 8.51
H 1.71 7.26 8.26
H 3.17 7.35 9.27
H 2.93 5.73 6.09
C -0.87 3.69 8.08
C 0.57 3.31 7.79
C 0.68 1.85 7.35
O 1.39 3.55 8.93
H -1.27 3.09 8.90
H -0.93 4.74 8.39
H -1.51 3.55 7.21
H 0.96 3.95 7.00
H 0.33 1.19 8.15
H 1.72 1.59 7.14
H 0.08 1.66 6.46
H 1.07 2.99 9.65
C -2.62 -9.10 -2.76
C -2.39 -7.60 -2.74
C -1.30 -7.19 -3.72
O -2.07 -7.16 -1.42
H -1.71 -9.63 -2.45
H -3.41 -9.38 -2.05
H -2.90 -9.45 -3.75
H -3.32 -7.09 -3.00
H -0.35 -7.66 -3.44
H -1.16 -6.11 -3.69
H -1.56 -7.48 -4.73
H -1.26 -7.59 -1.15
C -3.85 -5.72 -8.33
C -4.06 -5.86 -6.83
C -4.77 -4.65 -6.25
O -2.80 -6.06 -6.17
H -3.23 -4.85 -8.55
H -3.34 -6.60 -8.73
H -4.80 -5.61 -8.86
H -4.63 -6.76 -6.63
H -4.18 -3.75 -6.41
H -4.91 -4.77 -5.18
H -5.75 -4.51 -6.72
H -2.26 -5.27 -6.34

Summary:
net charge	+1
energy above the lowest of the compared OMol25 structures with the same formula, charge and spin	0.0	kcal/mol
largest force on an atom	1.2	eV Å⁻¹
Kohn-Sham gap	6.88	eV
electronic energy	-88107.1796	eV



(2)
A structure of composition C31H24Cl3N6O3S3V. Source: the OMol25 dataset; level of theory: ωB97M-V with the def2-TZVPD basis set.

Geometry (Å):
V -0.55 0.32 -0.50
C -0.43 3.01 -5.22
S 1.07 2.13 -4.73
C 0.43 1.32 -3.27
S -0.14 2.29 -1.94
N 0.43 0.03 -3.36
N -0.06 -0.56 -2.18
C -0.25 -1.87 -2.25
C -0.84 -2.49 -1.12
C -1.18 -3.85 -1.07
C -1.83 -4.35 0.03
C -2.13 -3.50 1.10
C -1.74 -2.18 1.00
N -1.10 -1.67 -0.05
H -0.20 3.55 -6.13
H -0.73 3.72 -4.44
H -1.24 2.31 -5.41
H -0.01 -2.40 -3.16
H -0.93 -4.48 -1.91
H -2.10 -5.40 0.06
H -2.64 -3.85 1.98
H -1.93 -1.49 1.82
C -7.46 -2.65 2.57
C -6.53 -1.78 1.78
C -6.70 -1.62 0.40
C -5.82 -0.86 -0.34
C -4.74 -0.24 0.28
C -4.56 -0.37 1.65
C -5.46 -1.13 2.39
S -3.63 0.65 -0.77
O -3.08 -0.32 -1.69
O -4.40 1.73 -1.32
N -2.40 1.12 0.14
C -2.53 2.23 0.97
C -3.69 2.87 1.33
C -3.67 3.99 2.19
C -2.49 4.48 2.69
C -1.28 3.84 2.33
C -0.02 4.32 2.76
C 1.11 3.68 2.35
C 1.00 2.53 1.54
N -0.15 2.04 1.15
C -1.30 2.71 1.50
H -8.48 -2.59 2.19
H -7.47 -2.37 3.62
H -7.15 -3.70 2.51
H -7.54 -2.10 -0.09
H -5.95 -0.74 -1.41
H -3.74 0.13 2.14
H -5.32 -1.22 3.46
H -4.64 2.55 0.92
H -4.60 4.47 2.45
H -2.47 5.35 3.33
H 0.03 5.19 3.39
H 2.09 4.03 2.63
H 1.87 1.99 1.20
Cl 1.70 -5.72 4.22
C 1.68 -4.49 2.98
C 1.34 -3.19 3.29
C 1.34 -2.21 2.31
Cl 0.88 -0.62 2.82
C 1.70 -2.49 0.98
O 1.74 -1.67 -0.04
C 2.03 -3.84 0.71
Cl 2.45 -4.28 -0.91
C 2.03 -4.82 1.68
H 1.07 -2.92 4.30
H 2.28 -5.84 1.41
N 2.54 0.48 -0.05
C 1.47 -0.18 -0.07
H 3.35 -0.14 0.04

Summary:
net charge	-1
energy above the lowest of the compared OMol25 structures with the same formula, charge and spin	22.2	kcal/mol
2S+1	4
largest force on an atom	1.7	eV Å⁻¹
Kohn-Sham gap (spin up / spin down)	5.59 / 7.21	eV
electronic energy	-143383.5895	eV
<S²>	3.7873



(3)
A cluster of 2 separate species, C11H11NPS2 in total. Source: the OMol25 dataset; level of theory: ωB97M-V with the def2-TZVPD basis set.

Geometry (Å):
C -1.54 -3.26 2.93
C -0.46 -3.55 2.00
C -1.93 -1.92 3.20
C -0.26 2.45 -3.56
C 0.67 3.15 -2.85
C -0.84 1.25 -2.99
C 0.18 -2.43 1.35
C -1.23 -0.85 2.64
C 1.01 2.72 -1.58
C -0.24 0.82 -1.80
C -0.29 -1.29 1.81
N 0.61 1.59 -1.09
P 1.25 0.83 0.40
S 2.14 2.27 1.40
S 2.68 -0.41 -0.55
H -1.93 -3.99 3.47
H 0.10 -4.46 1.98
H -2.78 -1.74 3.73
H -0.65 2.70 -4.53
H 1.08 4.12 -3.14
H -1.61 0.64 -3.60
H 0.93 -2.75 0.56
H -1.56 0.24 2.79
H 1.54 3.35 -0.89
H -0.57 0.03 -1.23
H 3.73 0.47 -0.44

Summary:
net charge	+1
energy above the lowest of the compared OMol25 structures with the same formula, charge and spin	67.9	kcal/mol
largest force on an atom	5.5	eV Å⁻¹
Kohn-Sham gap (spin up / spin down)	6.10 / 6.04	eV
electronic energy	-44024.8934	eV



Which value of energy above the lowest of the compared OMol25 structures with the same formula, charge and spin does entry 3 give?
67.9 kcal/mol



Number 1 is which compound?
C43H101F3N3O9S